[1]
{"formula": "C6H13INO", "method": "the ωB97M-V functional and the def2-TZVPD basis", "spin_multiplicity": 1, "total_energy_ev": -18062.1716, "total_charge": 1, "symbols": ["C", "C", "C", "C", "C", "C", "N", "O", "I", "H", "H", "H", "H", "H", "H", "H", "H", "H", "H", "H", "H", "H"], "coordinates": [[-1.4605, 1.3295, 0.1732], [-0.1756, 0.9004, 0.8524], [-0.9546, 1.7078, -1.1935], [0.6259, 0.1740, -0.2064], [0.8899, -2.3208, 1.2741], [0.3927, -1.9924, -0.0945], [-0.0843, 0.5523, -1.4939], [1.1236, -2.3220, -1.1986], [-1.7320, -2.2680, -0.4332], [-2.2176, 0.4657, 0.1873], [-1.9730, 2.0839, 0.8381], [0.3149, 1.8612, 1.2959], [-0.2771, 0.2688, 1.7660], [-1.7377, 1.8235, -1.9587], [-0.3933, 2.6965, -1.1364], [1.7752, 0.2346, -0.3840], [1.9237, -1.9309, 1.4532], [0.9405, -3.4171, 1.4229], [0.2517, -1.9073, 2.0840], [-0.8247, -0.1316, -1.6851], [0.7054, 0.7710, -2.2029], [1.5312, -3.2179, -1.2467]], "forces_ev_per_a": [[-1.98, -0.81, 2.01], [1.58, 0.85, 2.19], [-0.62, 2.66, 0.09], [0.78, -2.92, -0.49], [0.54, -0.34, 0.89], [0.57, 3.60, -0.64], [2.29, 1.04, -0.45], [0.18, -0.38, 0.09], [0.41, -0.29, 0.09], [1.18, 1.21, -0.53], [0.64, -0.26, -1.32], [-0.33, -1.59, -1.07], [-0.28, 0.30, -0.74], [0.38, -0.22, 0.18], [-0.36, -1.43, -0.19], [-2.20, 0.07, 0.71], [-0.75, -0.23, -0.45], [-0.13, 0.40, -0.08], [0.22, -0.29, -0.72], [0.77, -1.04, -0.89], [-2.34, -0.98, 0.78], [-0.55, 0.65, 0.56]]}



[2]
{"formula": "C47H42FN10NaO8", "method": "the ωB97M-V functional and the def2-TZVPD basis", "spin_multiplicity": 1, "total_energy_ev": -87839.7567, "total_charge": -2, "symbols": ["Na", "C", "O", "C", "C", "C", "C", "C", "C", "N", "N", "C", "O", "C", "C", "C", "C", "C", "C", "C", "O", "H", "H", "H", "H", "H", "H", "H", "H", "H", "H", "H", "H", "C", "O", "C", "C", "C", "C", "C", "C", "C", "N", "C", "C", "N", "C", "C", "C", "C", "N", "C", "C", "N", "C", "C", "C", "C", "H", "H", "H", "H", "H", "H", "H", "H", "H", "H", "H", "H", "H", "H", "F", "C", "C", "N", "C", "C", "O", "O", "C", "O", "N", "C", "O", "H", "H", "H", "H", "C", "C", "N", "C", "C", "N", "C", "C", "H", "H", "H", "H", "H", "H", "H", "H", "H", "H", "H", "H"], "coordinates": [[-1.5157, 0.5117, -1.7645], [1.1890, -2.7383, -3.4448], [2.1463, -2.0837, -2.6503], [2.2881, -0.7159, -2.9051], [3.5788, -0.2494, -2.9702], [3.8486, 1.1001, -3.1736], [2.7962, 1.9820, -3.2674], [1.4741, 1.5484, -3.1731], [0.4265, 2.5155, -3.0536], [-0.8083, 2.1955, -3.0317], [-1.7291, 3.1193, -2.7605], [-2.9450, 2.6785, -2.4840], [-3.3517, 1.4995, -2.5143], [-3.8607, 3.8015, -2.1207], [-5.1289, 3.5574, -1.6059], [-5.9740, 4.6081, -1.2973], [-5.5614, 5.9152, -1.4913], [-4.2891, 6.1670, -1.9789], [-3.4463, 5.1198, -2.2885], [1.1526, 0.1545, -3.0211], [-0.0380, -0.2620, -2.9535], [1.1667, -3.7748, -3.1039], [1.4720, -2.7061, -4.5035], [0.2121, -2.2728, -3.3223], [4.3822, -0.9633, -2.8386], [4.8715, 1.4461, -3.2281], [2.9902, 3.0414, -3.3927], [0.7276, 3.5643, -2.8897], [-5.4341, 2.5334, -1.4515], [-6.9609, 4.4080, -0.8957], [-6.2243, 6.7393, -1.2597], [-3.9548, 7.1884, -2.1146], [-2.4530, 5.2912, -2.6736], [10.0420, -5.5518, 3.7096], [8.8905, -6.2288, 3.2887], [7.7950, -5.4668, 2.9184], [6.6236, -6.1784, 2.6530], [5.4814, -5.5276, 2.2558], [5.4520, -4.1274, 2.1088], [6.6366, -3.4289, 2.3944], [7.7840, -4.0765, 2.7944], [4.2916, -3.4152, 1.6596], [4.1958, -2.0998, 1.5313], [2.9644, -1.8557, 1.0150], [2.2757, -3.0573, 0.8300], [3.1296, -4.0384, 1.2564], [0.9786, -3.1381, 0.2881], [0.2631, -4.3310, 0.1129], [-0.9684, -4.2791, -0.4933], [-1.4452, -3.0369, -0.9251], [-0.8288, -1.9060, -0.6974], [0.3541, -1.9181, -0.0965], [1.0258, -0.6610, 0.1315], [0.3589, 0.4457, -0.1856], [0.9576, 1.6025, -0.0779], [2.2784, 1.7521, 0.3532], [2.9670, 0.6269, 0.7402], [2.3435, -0.6210, 0.6504], [10.7490, -6.3259, 4.0150], [9.8262, -4.8944, 4.5608], [10.4896, -4.9575, 2.9027], [6.6445, -7.2535, 2.7692], [4.5963, -6.1153, 2.0610], [6.6203, -2.3565, 2.2804], [8.6709, -3.4941, 3.0041], [2.9680, -5.0284, 1.1971], [0.6910, -5.2719, 0.4429], [-1.5655, -5.1718, -0.6216], [-2.3697, -2.9523, -1.4731], [0.3571, 2.4607, -0.3361], [2.7401, 2.7290, 0.3826], [3.9823, 0.6754, 1.1016], [2.1017, 5.1835, 0.9179], [0.7546, 5.3318, 0.8843], [-0.0241, 4.4922, 1.6069], [-1.3620, 4.6492, 1.7055], [-2.1196, 3.7182, 2.4969], [-1.9178, 2.1752, 1.9732], [-1.5825, 1.4022, 2.8636], [-2.1346, 2.0187, 0.7810], [-2.0081, 5.6654, 1.0322], [-3.1807, 5.9329, 1.1730], [-1.1889, 6.4315, 0.2289], [0.1962, 6.4101, 0.1090], [0.7832, 7.2493, -0.5486], [0.3977, 3.6654, 2.1599], [-3.1748, 3.9801, 2.4124], [-1.7855, 3.7634, 3.5367], [-1.6731, 7.1383, -0.3114], [-4.6203, 0.0202, -0.1661], [-5.9300, 0.0364, 0.6541], [-6.1611, -1.2755, 1.2656], [-5.0316, -1.5812, 2.1437], [-3.7083, -1.5538, 1.3404], [-4.0010, -1.2920, -0.0580], [-4.8978, -2.3113, -0.5725], [-6.2264, -2.2927, 0.2211], [-3.8966, 0.7521, 0.1857], [-4.7963, 0.2279, -1.2194], [-6.7985, 0.2653, 0.0288], [-5.8946, 0.7647, 1.4674], [-5.2189, -2.5663, 2.5852], [-5.0223, -0.8408, 2.9453], [-3.1791, -2.5083, 1.4087], [-3.0387, -0.7683, 1.6877], [-4.4040, -3.2822, -0.4677], [-5.0575, -2.1177, -1.6367], [-6.4074, -3.2582, 0.7067], [-7.0854, -2.0721, -0.4198]], "forces_ev_per_a": [[-0.73, -0.49, 1.02], [-0.30, -0.26, -0.10], [0.14, 0.53, 0.28], [0.19, -0.25, -0.06], [-0.01, -0.16, 0.00], [0.37, 0.10, 0.02], [-0.15, 0.01, 0.02], [0.54, -0.50, -0.02], [-0.65, 1.03, -0.12], [0.09, -0.94, -0.30], [0.13, 2.13, 0.35], [0.83, 0.10, -0.58], [-0.78, -0.49, 0.16], [-0.26, 0.17, 0.11], [0.22, -0.13, -0.12], [-0.21, 0.09, 0.08], [-0.16, 0.14, 0.04], [-0.07, 0.10, -0.02], [-0.02, 0.13, -0.08], [0.23, -0.05, -0.33], [0.80, -1.01, -0.44], [0.02, -0.08, -0.05], [0.03, -0.03, -0.07], [-0.02, -0.07, -0.10], [0.06, -0.08, -0.04], [0.09, 0.04, -0.01], [-0.04, 0.10, 0.05], [-0.10, 0.01, -0.09], [-0.01, -0.12, -0.03], [-0.01, -0.01, 0.01], [-0.04, 0.03, 0.07], [0.00, 0.07, -0.02], [0.06, -0.03, 0.00], [0.26, 0.18, 0.09], [-0.79, 0.17, -0.26], [0.02, -0.14, 0.05], [0.59, -0.12, 0.16], [-0.20, 0.70, -0.11], [1.30, -0.71, 0.46], [-0.87, -0.10, -0.23], [0.55, -0.49, 0.21], [-1.15, 0.84, -0.48], [0.67, -0.56, 0.24], [-0.84, -1.07, -0.28], [0.76, 0.91, 0.30], [0.36, 0.13, 0.08], [-0.87, -0.01, -0.29], [0.13, 0.28, -0.03], [0.00, -0.11, -0.01], [-0.07, -0.24, 0.08], [-0.29, 0.34, -0.11], [0.45, -1.03, 0.29], [0.79, 0.33, 0.32], [-0.26, -0.03, 0.00], [0.09, 0.27, 0.18], [0.20, -0.22, 0.15], [-0.07, 0.06, -0.04], [-0.43, 0.30, -0.22], [-0.06, 0.15, -0.01], [0.07, -0.04, -0.06], [-0.06, -0.05, 0.07], [-0.02, -0.04, -0.02], [-0.08, -0.07, -0.01], [0.03, 0.12, 0.00], [0.01, -0.01, -0.01], [0.04, 0.11, 0.00], [-0.07, -0.04, -0.01], [0.00, -0.03, -0.13], [-0.26, -0.07, 0.01], [-0.08, 0.21, -0.09], [-0.03, 0.05, -0.01], [0.14, 0.04, 0.03], [-0.19, 0.06, -0.18], [0.12, -0.62, 0.54], [0.71, 0.54, -0.50], [-0.27, 0.38, -0.53], [-0.25, -1.57, 0.22], [-0.22, 2.03, 0.85], [0.25, -0.97, 0.87], [-0.20, -0.19, -1.43], [-0.04, 0.08, 0.30], [-0.23, -0.02, -0.06], [0.08, 0.22, -0.30], [-0.26, 0.15, 0.04], [0.14, -0.10, -0.02], [0.06, -0.07, 0.05], [0.19, 0.01, 0.03], [-0.10, 0.07, -0.04], [0.09, -0.11, 0.11], [-0.09, 0.18, -0.19], [-0.13, 0.02, 0.06], [-0.25, -0.10, 0.16], [-0.05, -0.05, 0.10], [0.17, -0.07, 0.07], [0.19, -0.24, -0.21], [0.00, -0.02, -0.05], [-0.07, -0.03, 0.06], [-0.02, 0.14, 0.02], [0.00, 0.06, -0.05], [0.01, 0.07, 0.01], [0.01, 0.09, -0.06], [0.05, 0.03, 0.06], [0.03, -0.02, 0.06], [0.04, -0.05, 0.05], [0.10, 0.05, 0.09], [0.00, -0.05, -0.06], [-0.02, -0.03, -0.01], [-0.05, 0.01, -0.04], [0.03, 0.00, -0.02]]}



[3]
{"formula": "C5H14", "method": "the ωB97M-V functional and the def2-TZVPD basis", "s2": 0.753, "spin_multiplicity": 2, "total_energy_ev": -5399.9318, "total_charge": 1, "symbols": ["C", "C", "H", "H", "H", "H", "H", "H", "C", "C", "C", "H", "H", "H", "H", "H", "H", "H", "H"], "coordinates": [[-1.8194, -0.6691, 1.5423], [-0.9176, -1.7699, 2.2326], [-1.3146, 0.3750, 1.5981], [-1.7588, -0.9249, 0.4813], [-2.7872, -0.6513, 1.7901], [-0.6252, -1.2734, 3.2804], [0.0089, -1.8231, 1.7588], [-1.4534, -2.6403, 2.3918], [0.8251, 0.3944, -1.2186], [-0.0477, 1.1743, -2.1367], [2.0467, 0.8830, -0.5014], [0.1289, 0.1202, -0.3602], [0.9837, -0.5631, -1.7796], [0.5321, 1.3871, -3.0971], [-0.4376, 2.1708, -1.8139], [2.4580, 0.3146, 0.3383], [2.8412, 0.8477, -1.3419], [-1.0054, 0.6303, -2.3800], [1.9066, 1.9543, -0.3757]], "forces_ev_per_a": [[5.91, 0.42, -1.39], [-0.71, 5.07, 3.03], [-1.03, -1.56, 0.35], [-0.36, -0.05, -0.54], [-3.59, 0.24, 1.22], [-0.74, -1.45, -1.87], [1.36, -0.73, -1.05], [-0.63, -1.88, 0.13], [1.20, -1.18, -2.86], [-1.56, 1.42, 0.21], [-0.41, 1.19, -1.00], [-0.57, -0.30, 0.95], [-0.16, 0.08, 1.13], [-0.45, -0.47, 0.56], [0.83, -0.54, 0.12], [-0.13, 0.13, -0.19], [-0.56, -0.47, 0.48], [1.27, 0.06, -0.22], [0.31, 0.03, 0.91]]}



[4]
{"formula": "C2H2ClIO2P", "method": "the ωB97M-V functional and the def2-TZVPD basis", "s2": 2.011, "spin_multiplicity": 3, "total_energy_ev": -36103.3854, "total_charge": 1, "symbols": ["C", "C", "O", "O", "P", "Cl", "I", "H", "H"], "coordinates": [[1.1187, -0.9688, 0.2736], [1.0885, 0.4231, -0.1085], [0.1212, -1.4519, 0.8365], [-0.0460, 1.0688, -0.2032], [-1.5086, 0.9030, 0.6463], [-2.6542, 2.0674, -0.5184], [-1.9717, -1.2888, -0.2632], [2.0596, -1.4796, 0.1629], [1.7924, 0.7268, -0.8261]], "forces_ev_per_a": [[-0.25, 2.37, 0.73], [-0.54, -2.35, -1.06], [0.48, -1.33, 0.39], [-1.08, 1.06, 0.52], [0.86, 0.93, 0.38], [0.21, -0.18, 0.01], [-1.33, -0.94, -0.80], [0.39, -0.53, 0.22], [1.25, 0.97, -0.38]]}



[5]
{"formula": "CH4F2Si", "method": "the ωB97M-V functional and the def2-TZVPD basis", "spin_multiplicity": 1, "total_energy_ev": -14416.1451, "symbols": ["C", "F", "F", "Si", "H", "H", "H", "H"], "coordinates": [[0.3238, 0.0621, -0.5368], [-2.4830, -1.1582, -0.2170], [-2.3100, 1.1953, -0.1732], [-1.4033, -0.0540, 0.2224], [1.0361, -0.4608, 0.1044], [0.3380, -0.3098, -1.5193], [0.4878, 1.2555, -0.6443], [-0.9568, 0.3395, 2.2015]], "forces_ev_per_a": [[-1.08, 2.53, 0.82], [1.07, -0.46, 0.48], [0.38, 0.51, 0.00], [0.51, 1.48, 2.67], [0.06, 0.43, -0.13], [0.18, -0.65, -1.36], [-0.13, -2.82, 0.64], [-1.00, -1.03, -3.12]]}



[6]
{"formula": "C20H47N6O6", "method": "the ωB97M-V functional and the def2-TZVPD basis", "spin_multiplicity": 1, "total_energy_ev": -42722.5495, "total_charge": 1, "symbols": ["O", "C", "C", "C", "C", "C", "N", "H", "H", "H", "H", "H", "H", "H", "H", "H", "H", "H", "H", "C", "O", "N", "C", "C", "H", "H", "H", "H", "H", "H", "H", "C", "O", "N", "C", "C", "H", "H", "H", "H", "H", "H", "H", "C", "O", "N", "C", "C", "H", "H", "H", "H", "H", "H", "H", "C", "O", "N", "C", "C", "H", "H", "H", "H", "H", "H", "H", "C", "O", "N", "C", "C", "H", "H", "H", "H", "H", "H", "H"], "coordinates": [[-0.5245, 3.4800, -1.6723], [-0.2285, 2.5597, -2.6403], [0.9939, 1.7119, -2.3410], [1.7276, 1.1645, -3.5678], [2.0702, 2.2695, -4.6076], [1.4478, 3.6004, -4.2013], [0.0062, 3.2827, -3.9777], [0.2880, 3.7484, -1.2086], [-1.1262, 1.9644, -2.8038], [1.6954, 2.3695, -1.8190], [0.7339, 0.9115, -1.6554], [2.6395, 0.6947, -3.2150], [1.1327, 0.3911, -4.0508], [3.1378, 2.3795, -4.7657], [1.6231, 2.0014, -5.5669], [1.5356, 4.3454, -4.9855], [1.8853, 3.9750, -3.2813], [-0.2558, 2.6183, -4.7071], [-0.6220, 4.0812, -4.0582], [0.3314, -1.6895, -0.2839], [1.2623, -1.5895, -1.0744], [0.4399, -1.5661, 1.0408], [-0.7043, -1.6987, 1.9246], [1.7468, -1.2905, 1.6211], [-0.7001, -1.8973, -0.6170], [-0.8493, -0.7801, 2.4948], [-0.5483, -2.5199, 2.6252], [-1.5993, -1.9031, 1.3393], [2.1416, -0.3524, 1.2315], [2.4480, -2.0858, 1.3684], [1.6455, -1.2120, 2.6998], [1.6428, 5.6152, -0.0876], [1.4654, 4.4118, 0.0897], [2.7821, 6.1474, -0.5346], [2.9503, 7.5812, -0.7076], [3.8953, 5.2595, -0.8381], [0.8663, 6.3622, 0.1366], [3.1834, 7.8148, -1.7472], [3.7598, 7.9471, -0.0762], [2.0326, 8.0940, -0.4299], [3.6161, 4.5462, -1.6157], [4.1820, 4.6922, 0.0461], [4.7404, 5.8503, -1.1793], [-0.0292, 0.6832, 5.2313], [0.8837, 0.3610, 4.4909], [-0.8846, 1.6895, 4.9840], [-1.9554, 2.0355, 5.8990], [-0.7188, 2.4530, 3.7585], [-0.2286, 0.1663, 6.1841], [-2.9257, 1.9387, 5.4090], [-1.8420, 3.0619, 6.2517], [-1.9313, 1.3686, 6.7577], [-0.8093, 1.8032, 2.8870], [0.2669, 2.9172, 3.7273], [-1.4838, 3.2237, 3.7132], [-0.3758, -6.5868, -1.1167], [-1.3968, -5.9487, -0.9212], [0.7349, -6.0528, -1.6492], [1.9539, -6.8096, -1.8462], [0.6758, -4.6503, -2.0295], [-0.2779, -7.6532, -0.8573], [2.7762, -6.3656, -1.2824], [2.2262, -6.8318, -2.9029], [1.8083, -7.8318, -1.5033], [0.4287, -4.0459, -1.1639], [-0.1031, -4.5056, -2.7796], [1.6334, -4.3310, -2.4301], [-5.3342, -3.7453, 0.3782], [-6.4196, -3.1969, 0.3557], [-4.8214, -4.3822, 1.4471], [-3.5101, -4.9998, 1.4109], [-5.6138, -4.4401, 2.6629], [-4.6595, -3.7628, -0.4955], [-3.5800, -6.0690, 1.6164], [-2.8572, -4.5429, 2.1600], [-3.0640, -4.8727, 0.4280], [-6.5625, -4.9436, 2.4771], [-5.8351, -3.4350, 3.0238], [-5.0591, -4.9844, 3.4231]], "forces_ev_per_a": [[-0.02, 0.12, -0.48], [-0.28, -0.38, 0.55], [0.51, 0.35, -0.13], [-0.13, 0.11, -0.14], [-0.37, -0.04, 0.21], [0.33, -0.30, -0.34], [0.02, -0.15, -0.20], [0.09, 0.10, 0.62], [-0.03, -0.06, -0.15], [-0.02, -0.08, 0.26], [-0.05, -0.08, 0.03], [0.00, -0.18, -0.01], [0.02, -0.15, 0.05], [0.09, 0.04, 0.03], [0.22, -0.03, -0.18], [-0.05, 0.11, 0.01], [-0.20, 0.23, 0.10], [-0.13, 0.13, -0.15], [0.03, 0.11, 0.26], [-0.05, 0.02, -0.09], [-0.05, 0.25, -0.05], [-0.03, 0.03, 0.14], [0.07, 0.02, -0.01], [0.02, -0.04, 0.00], [0.01, -0.02, 0.01], [0.00, -0.02, 0.03], [-0.02, 0.00, 0.02], [0.00, -0.01, -0.02], [0.02, 0.01, 0.02], [0.00, 0.00, -0.01], [-0.01, 0.05, 0.00], [0.07, 0.17, 0.24], [-0.09, -0.09, -0.49], [0.00, 0.00, -0.08], [0.07, -0.06, 0.01], [-0.04, -0.01, 0.07], [-0.02, -0.05, -0.03], [0.00, 0.02, 0.00], [-0.01, 0.02, 0.00], [-0.02, -0.01, 0.01], [0.03, 0.00, -0.01], [0.01, -0.01, 0.00], [0.00, 0.02, -0.01], [0.08, -0.05, 0.07], [-0.05, -0.05, -0.10], [-0.11, 0.06, 0.00], [0.05, 0.04, -0.11], [0.05, -0.06, 0.05], [0.01, 0.00, -0.01], [-0.02, 0.00, 0.03], [-0.02, 0.00, 0.03], [0.01, -0.01, 0.01], [0.00, 0.02, -0.02], [0.00, 0.01, -0.02], [-0.02, 0.00, 0.01], [0.00, 0.08, 0.11], [-0.09, -0.10, 0.03], [0.09, -0.02, -0.09], [-0.07, 0.12, -0.04], [-0.02, -0.21, -0.05], [-0.02, 0.01, -0.02], [0.02, -0.03, 0.00], [0.03, -0.03, 0.00], [-0.01, -0.01, 0.01], [0.02, 0.04, 0.01], [0.02, 0.08, -0.01], [0.05, -0.03, 0.04], [-0.03, 0.07, -0.09], [0.01, 0.01, 0.01], [0.10, -0.04, 0.04], [-0.13, 0.07, 0.10], [-0.01, 0.03, -0.08], [-0.01, -0.02, 0.00], [0.04, -0.01, -0.02], [0.05, -0.04, -0.01], [0.02, -0.05, -0.01], [-0.01, 0.00, 0.02], [-0.02, 0.00, 0.02], [0.02, -0.01, 0.00]]}



Number 1: F_max 3.7 eV/A. Number 2: F_max 2.2 eV/A. Number 3: F_max 6.1 eV/A. Number 4: F_max 2.6 eV/A. Number 5: F_max 3.4 eV/A. Number 6: F_max 0.7 eV/A.